Version w
C2H6N2OS as an isolated structure. Source: the OMol25 dataset; level of theory: ωB97M-V/def2-TZVPD.

```
! RIJCOSX wB97M-V def2-TZVPD def2/J DEFGRID3
* xyz 0 1
S 1.129 -1.313 0.062
H 2.286 -0.828 0.679
H -1.275 0.906 1.657
H -1.641 2.070 -0.992
H 0.636 -0.148 2.332
O 0.198 0.710 -1.670
N -0.018 -0.173 0.346
H -2.545 1.066 -0.184
N -1.435 1.691 -0.154
C -0.371 0.667 -0.667
C -0.589 -0.180 1.621
H -1.169 -1.298 1.804
*
```

Frontier orbital gap (eV): 9.64

Version x
One molecule with the formula C2H6N2OS. Source: the OMol25 dataset; level of theory: ωB97M-V/def2-TZVPD.

```
! RIJCOSX wB97M-V def2-TZVPD def2/J DEFGRID3
* xyz 0 1
H 1.438 2.330 -1.485
N -0.290 -0.910 2.159
H -1.338 -2.052 0.705
H 0.815 0.511 -2.165
H -0.237 1.849 -1.826
H 0.824 -0.958 2.283
C -0.279 -0.684 -0.260
N -0.800 -1.324 0.936
O -0.444 -1.127 -1.363
H -0.854 -0.041 2.293
S 0.444 0.972 0.162
C 0.722 1.436 -1.441
*
```

Frontier orbital gap (eV): 9.74
SMILES: CSC(=O)NN

Version y
One molecule with the formula C2H6N2OS. Source: the OMol25 dataset; level of theory: ωB97M-V/def2-TZVPD.

```
! RIJCOSX wB97M-V def2-TZVPD def2/J DEFGRID3
* xyz 0 1
S -2.848 0.075 0.030
N -0.521 1.351 0.365
H -0.742 -1.605 -0.790
H 0.889 1.571 -1.114
C -1.170 0.207 0.017
H 1.830 -0.462 -0.141
H -1.130 2.164 0.341
H 0.979 -0.910 1.378
C 1.009 -1.083 0.294
N -0.299 -0.808 -0.325
H 1.234 -2.137 0.103
O 0.769 1.637 -0.157
*
```

Frontier orbital gap (eV): 9.01
SMILES: CNC(=S)NO

Version z
A 2-piece molecular cluster, C2H6N2OS overall. Source: the OMol25 dataset; level of theory: ωB97M-V/def2-TZVPD.

```
! RIJCOSX wB97M-V def2-TZVPD def2/J DEFGRID3
* xyz 0 1
N -0.661 -1.826 -0.094
N -1.567 0.226 0.204
C -0.680 -0.612 -0.526
H 3.010 0.314 -0.094
H -1.662 2.201 0.006
H 1.010 -0.942 0.693
O -0.897 1.551 0.509
H -1.994 -0.352 1.007
S 0.720 0.360 -1.484
H -0.297 -2.320 -0.908
C 1.706 0.275 0.066
H 1.312 1.126 0.621
*
```

Frontier orbital gap (eV): 9.27

Name the most stable of them. version y.

Version w
One molecule with the formula C3H3NO4. Source: the OMol25 dataset; level of theory: ωB97M-V/def2-TZVPD.

```
! RIJCOSX wB97M-V def2-TZVPD def2/J DEFGRID3
* xyz 0 1
O 1.214 1.371 -0.264
H 0.471 1.650 0.171
C 1.281 -0.010 -0.106
O -0.707 0.393 1.080
O -0.999 -1.220 -0.192
H -1.937 -0.350 -1.846
N -1.532 0.973 -0.175
C -1.663 -0.153 -0.645
O 2.238 -0.705 -0.252
C 0.026 -0.706 0.552
H 0.361 -1.605 1.121
*
```

Frontier orbital gap (eV): 10.54
SMILES: O=C(O)[C@@H]1OC=NO1

Version x
One molecule with the formula C3H3NO4. Source: the OMol25 dataset; level of theory: ωB97M-V/def2-TZVPD.

```
! RIJCOSX wB97M-V def2-TZVPD def2/J DEFGRID3
* xyz 0 1
C 1.822 -0.218 -0.508
C -0.750 0.075 0.237
H 1.540 1.529 0.792
H -2.394 -0.503 1.225
C -2.209 -0.069 0.107
N 1.203 0.932 -0.140
O -2.768 -0.085 -1.174
O 1.116 -1.121 -1.078
O -0.306 -0.928 1.041
H 2.883 -0.667 -0.190
O -0.137 1.055 -0.313
*
```

Frontier orbital gap (eV): 9.21
SMILES: O=CNOC(=O)C=O

Name the most stable of them. version w.

Version w
One molecule with the formula C3H3NO4. Source: the OMol25 dataset; level of theory: ωB97M-V/def2-TZVPD.

```
! RIJCOSX wB97M-V def2-TZVPD def2/J DEFGRID3
* xyz 0 1
O -2.208 -0.690 -0.126
O -0.672 1.687 -1.009
N 0.034 -0.441 0.402
H 1.177 -1.906 -0.452
C 1.246 -0.763 -0.252
O 2.260 -0.060 -0.340
O 0.117 0.865 1.079
H -0.613 -2.176 -0.252
C -0.283 1.816 0.141
C -0.983 -1.125 -0.003
H -0.076 2.792 0.811
*
```

Frontier orbital gap (eV): 10.97
SMILES: O=CON(C=O)C=O

Version x
C3H3NO4 as an isolated structure. Source: the OMol25 dataset; level of theory: ωB97M-V/def2-TZVPD.

```
! RIJCOSX wB97M-V def2-TZVPD def2/J DEFGRID3
* xyz 0 1
O 2.107 1.067 -0.059
H -2.228 0.635 1.351
C -0.063 -0.048 -0.261
H 2.990 -1.096 0.821
O -0.681 1.142 0.006
C 1.468 0.101 -0.223
N -0.677 -1.122 -0.223
O -2.074 -0.770 -0.042
O 1.912 -1.032 0.240
H -2.847 1.171 -0.271
C -1.954 0.594 0.234
*
```

Frontier orbital gap (eV): 9.62

Name the most stable of them. version w.

Version w
One molecule with the formula C19H23NO4. Source: the OMol25 dataset; level of theory: ωB97M-V/def2-TZVPD.

```
! RIJCOSX wB97M-V def2-TZVPD def2/J DEFGRID3
* xyz 0 1
C 6.095 0.298 -0.226
C 5.431 -1.063 -0.207
C 8.451 1.900 1.049
H 9.096 1.154 -0.884
C -5.246 1.252 0.836
H -7.599 -0.021 -0.002
C -2.399 -0.776 0.393
C -7.001 0.071 -0.910
C -0.573 -2.221 -0.335
H 8.958 1.129 1.623
C 3.154 -1.938 -0.056
H 7.519 2.157 1.546
O 5.485 1.335 -0.151
O 3.544 -3.086 -0.160
H -5.043 -0.552 -1.564
C 8.171 1.407 -0.363
H 5.674 -1.602 -1.131
H 9.081 2.784 1.007
C -6.698 1.546 -1.199
C -5.002 -0.250 0.588
H -7.576 -0.361 -1.731
C 1.270 -0.425 0.716
H 1.137 -3.384 -0.899
H -5.474 3.077 -0.281
H -4.548 1.827 -1.103
C 1.713 -1.583 0.081
H 5.834 -1.656 0.623
C 0.777 -2.481 -0.429
O -5.531 -0.929 1.721
H 1.974 0.266 1.156
C -5.707 -0.708 -0.711
H 7.617 2.164 -0.927
H -4.412 1.662 1.407
H -6.145 1.339 1.448
C -3.571 -0.515 0.462
C -1.015 -1.054 0.289
H -1.296 -2.916 -0.738
C -0.081 -0.164 0.821
H -7.546 2.154 -0.879
H -5.912 -1.779 -0.639
H -6.574 1.696 -2.273
N 4.010 -0.889 -0.066
O 7.411 0.192 -0.349
H 3.693 0.071 -0.065
C -5.425 2.005 -0.476
H -5.294 -1.861 1.668
H -0.427 0.731 1.319
*
```

Frontier orbital gap (eV): 9.16
SMILES: CCOC(=O)CNC(=O)c1ccc(C#CC2(O)CCCCC2)cc1

Version x
One molecule with the formula C19H23NO4. Source: the OMol25 dataset; level of theory: ωB97M-V/def2-TZVPD.

```
! RIJCOSX wB97M-V def2-TZVPD def2/J DEFGRID3
* xyz 0 1
H -5.806 0.405 1.568
H 1.667 1.041 -1.852
H 4.894 0.962 2.188
C -0.956 1.587 0.669
C 4.406 -1.710 0.604
H 2.188 -0.878 -3.074
O 0.144 2.324 -1.398
H 3.377 1.804 2.567
H -5.223 -0.172 -0.799
C -1.531 0.686 -1.477
H -3.946 -2.314 -0.275
C -1.894 0.758 1.249
H -0.379 2.243 1.300
N 2.264 0.692 -1.115
C 2.790 -1.368 -2.311
H 1.521 3.772 -1.424
O -3.533 -0.898 1.183
H -3.037 -0.804 -1.530
H 5.103 -3.695 0.292
C -6.442 -0.240 0.968
H 2.319 -2.317 -2.060
H -1.382 0.671 -2.546
C -4.454 -1.717 0.493
C 2.478 1.366 0.069
C -2.470 -0.143 -0.894
C 0.927 3.244 -0.670
H 4.974 -2.740 -1.193
C -2.664 -0.117 0.484
H -6.899 -0.978 1.624
C 2.895 -0.490 -1.117
H -7.229 0.363 0.523
H -6.240 -1.614 -0.686
O 2.158 3.305 1.360
H 3.574 0.059 2.888
C -5.616 -0.925 -0.114
C 3.307 0.565 0.851
H 3.772 -1.580 -2.731
H -2.044 0.771 2.317
C 3.571 -0.617 0.104
C 3.809 0.875 2.208
O 4.999 -1.634 1.660
C 4.501 -2.962 -0.240
C 1.902 2.652 0.364
H 0.299 3.982 -0.155
H -4.836 -2.398 1.260
H 3.513 -3.373 -0.424
C -0.769 1.558 -0.707
*
```

Frontier orbital gap (eV): 8.71
SMILES: CCCOc1ccc(OCC(=O)c2[nH]c(C)c(C(C)=O)c2C)cc1

Name the most stable of them. version x.

Version w
C18H35AgN3O7 as an isolated structure. Source: the OMol25 dataset; level of theory: ωB97M-V/def2-TZVPD.

```
! RIJCOSX wB97M-V def2-TZVPD def2/J DEFGRID3
* xyz 0 2
H 0.630 4.215 4.486
H 2.259 -3.564 2.369
H 2.604 1.535 5.591
H 0.048 -4.338 3.202
O 6.612 2.666 -2.622
N -1.755 -3.201 0.558
H 0.453 -5.816 0.845
H -2.569 3.753 3.211
H 2.019 -2.720 3.904
C 3.446 1.367 -1.728
C -1.749 3.970 2.526
C 1.809 -2.687 2.835
C -0.014 -2.313 -4.074
H 0.523 -2.791 -3.255
H -1.121 -3.011 3.167
H -4.205 0.653 -4.920
H -3.043 1.051 -3.108
C 4.857 1.512 -1.905
C 1.745 2.187 5.752
H 0.384 3.424 2.158
H -2.123 3.884 1.506
C -0.396 -3.568 2.572
C -0.029 -4.947 0.396
C 0.221 3.232 4.255
N -3.122 0.238 -2.513
Ag -0.634 -0.401 -0.550
H -2.477 -2.978 1.228
O 4.778 4.939 -3.314
O 0.527 -2.551 2.176
C -3.366 -0.792 -3.529
C 2.465 2.622 -2.130
O 1.210 2.190 4.434
H -1.850 -4.846 1.641
H 2.384 4.553 -2.901
H -3.966 0.374 -1.975
H 1.094 1.668 6.456
C -1.008 -4.245 1.297
H -1.522 5.033 2.608
H -5.410 0.188 -3.696
C 5.345 2.694 -2.421
H -0.222 1.231 3.241
C -0.444 3.117 2.797
O 2.837 0.352 -1.272
H 0.803 -4.348 0.025
H -2.220 -3.775 -0.130
O 1.268 2.405 -1.804
H -2.579 -1.946 -4.968
H -0.575 3.046 4.977
C 3.068 3.751 -2.663
H -0.608 -5.255 -0.474
H 0.592 -1.694 -4.736
H -0.387 -3.230 -4.530
N -0.855 1.719 2.623
H 5.511 0.674 -1.714
C -2.155 -1.190 -4.308
C 4.403 3.830 -2.839
H -3.776 -1.653 -3.001
O -1.190 -1.762 -3.408
C -4.574 -0.165 -4.301
H 1.962 3.163 6.186
H -4.917 -0.927 -5.001
H -1.701 1.700 3.174
H -1.704 -0.350 -4.837
H 2.406 -1.870 2.430
*
```

Expectation value of S²: 0.78
Frontier orbital gap (spin up / spin down) (eV): 5.86 / 5.18

Version x
C18H35AgN3O7 as an isolated structure. Source: the OMol25 dataset; level of theory: ωB97M-V/def2-TZVPD.

```
! RIJCOSX wB97M-V def2-TZVPD def2/J DEFGRID3
* xyz 0 2
H 3.822 -2.735 -0.580
H -2.585 -1.306 1.332
H 2.138 -0.999 -2.443
C 3.460 2.139 -0.053
H -4.341 -0.592 2.720
H -2.673 1.529 -1.187
H 1.583 -3.804 -0.919
O 0.155 -0.316 -2.501
C -3.760 0.296 2.970
C 1.919 0.936 1.573
H -0.638 -2.668 -1.472
H -1.587 -0.805 2.428
H -1.714 -2.783 -0.416
H -1.945 -4.333 0.998
N -0.841 -2.295 -0.556
H -1.557 -1.011 -3.591
C 4.056 1.774 2.343
C -1.916 1.903 2.041
H -2.576 2.735 2.287
O 5.560 2.823 0.571
C -1.901 0.960 -2.773
H 1.901 -3.627 0.770
C 2.131 1.598 0.138
H -1.271 1.691 2.894
H 3.667 2.493 -1.052
C -2.772 0.665 1.800
O 1.213 1.537 -0.745
H -1.482 4.292 1.081
H -0.411 -5.044 1.338
H -4.480 1.072 3.230
H -0.072 2.137 -2.694
C 1.285 -0.847 -3.104
H -0.200 3.706 -0.027
H -1.452 2.947 -1.910
H -2.817 0.985 -3.364
C -0.924 -4.400 0.624
C -0.155 -3.052 0.403
C 3.313 -1.849 -0.200
H 3.709 -0.914 -0.596
H 3.561 -1.897 0.860
H -0.087 -2.582 1.384
C 2.899 1.150 2.629
H -0.941 -5.054 -0.248
O 0.946 0.152 1.621
O 4.797 1.945 3.407
H -3.004 -0.028 -1.510
C 4.368 2.324 0.926
Ag -0.288 -0.122 -0.251
H -1.289 2.872 -3.663
C -1.147 2.310 -2.740
C -1.007 -0.091 -3.389
H -0.754 0.240 -4.396
H 1.025 -1.817 -3.527
O 1.903 -1.826 -0.256
H 1.646 -0.351 -4.004
O -1.169 2.174 0.858
H 2.668 0.735 3.599
H 0.122 3.621 1.633
N -2.255 0.648 -1.450
C 1.356 -3.174 -0.059
H -3.339 0.852 0.888
C -0.704 3.544 0.926
N -1.941 -0.550 1.517
H -3.209 0.087 3.887
*
```

Expectation value of S²: 0.80
Frontier orbital gap (spin up / spin down) (eV): 7.23 / 5.12

Name the most stable of them. version x.

Version w
One molecule with the formula C2H5N3S. Source: the OMol25 dataset; level of theory: ωB97M-V/def2-TZVPD.

```
! RIJCOSX wB97M-V def2-TZVPD def2/J DEFGRID3
* xyz 0 1
N 1.482 -0.882 -0.233
C 2.241 0.007 0.281
H 0.288 1.369 -0.069
N -1.728 0.814 -0.214
H -3.990 0.168 0.221
N 0.147 -0.735 -0.011
C -0.483 0.534 -0.166
S -2.804 -0.598 0.092
H -0.252 -1.511 -0.491
H 1.728 0.979 0.612
H 3.371 -0.144 -0.021
*
```

Frontier orbital gap (eV): 9.68
SMILES: C=NN/C=N\S

Version x
One molecule with the formula C2H5N3S. Source: the OMol25 dataset; level of theory: ωB97M-V/def2-TZVPD.

```
! RIJCOSX wB97M-V def2-TZVPD def2/J DEFGRID3
* xyz 0 1
H 2.290 -0.859 0.158
H -0.429 1.479 0.205
N 0.101 -0.522 0.038
H -1.280 -2.056 0.008
H -2.256 0.693 -0.136
N -2.318 -0.313 -0.049
C 0.480 0.815 0.045
H 1.676 2.228 -0.144
N 1.679 1.223 -0.073
C -1.235 -0.937 -0.016
S 1.292 -1.751 -0.036
*
```

Frontier orbital gap (eV): 9.44
SMILES: [H]/N=C\N(S)/C=N/[H]

Name the most stable of them. version x.

Version w
One molecule with the formula C6H10N2O5. Source: the OMol25 dataset; level of theory: ωB97M-V/def2-TZVPD.

```
! RIJCOSX wB97M-V def2-TZVPD def2/J DEFGRID3
* xyz 0 1
C 3.007 -0.418 -0.208
N -3.826 1.092 -1.518
C 1.739 0.413 -0.174
C -2.772 1.281 -0.445
O 1.913 -1.636 1.922
H 1.840 1.330 0.385
H -3.316 1.085 -2.388
O 4.058 -0.080 0.262
H -3.226 1.057 0.518
O 2.872 -1.638 -0.825
H -2.535 2.331 -0.375
H -1.012 0.656 1.247
H 0.415 -1.248 -0.378
H 3.715 -2.106 -0.676
H 1.520 0.786 -1.135
H 1.948 -1.788 2.862
C 0.528 -0.409 0.344
O -1.159 0.336 -1.916
C 0.722 -1.036 1.718
C -1.472 0.617 -0.757
H -4.113 0.077 -1.441
N -0.740 0.259 0.368
O -0.107 -0.962 2.611
*
```

Frontier orbital gap (eV): 10.40
SMILES: NCC(=O)N[C@@H](CC(=O)O)C(=O)O

Version x
One molecule with the formula C6H10N2O5. Source: the OMol25 dataset; level of theory: ωB97M-V/def2-TZVPD.

```
! RIJCOSX wB97M-V def2-TZVPD def2/J DEFGRID3
* xyz 0 1
N -2.282 -0.007 -0.122
H -0.913 0.837 -2.234
H 0.005 -0.202 2.412
H -1.692 -0.722 2.518
H -0.219 -1.293 -1.165
C -1.036 0.011 2.103
H 2.225 -3.029 0.266
O 1.064 -1.397 0.423
N 1.114 1.533 0.292
C -0.238 1.479 -1.766
O 1.507 1.007 1.307
O -3.269 0.540 0.398
O -2.270 -0.395 -1.273
H 2.962 -1.529 -0.139
H -0.886 2.383 -1.500
C 0.077 -0.704 -0.257
C -1.080 -0.115 0.580
C 2.016 -2.146 -0.286
C 0.118 0.756 -0.501
H -1.211 0.941 2.523
H 0.720 1.836 -2.187
O 1.601 2.612 -0.087
H 1.685 -2.398 -1.306
*
```

Frontier orbital gap (eV): 9.13
SMILES: COC1[C@](C)([N+](=O)[O-])[C@@]1(C)[N+](=O)[O-]

Name the most stable of them. version w.

Version w
A 2-piece molecular cluster, C2H6NS3 overall. Source: the OMol25 dataset; level of theory: ωB97M-V/def2-TZVPD.

```
! RIJCOSX wB97M-V def2-TZVPD def2/J DEFGRID3
* xyz 1 1
H -2.080 -0.693 -1.580
C -0.174 0.359 -0.436
C -0.727 -0.946 -0.083
H 0.078 -1.767 0.231
H -0.525 -1.580 -1.947
S 1.119 0.658 -1.584
S -0.500 1.896 -1.053
H -1.380 -0.987 0.823
H 1.773 2.381 2.118
S 1.340 1.223 2.076
N -1.297 -1.294 -1.297
H 2.372 0.750 2.733
*
```

Frontier orbital gap (eV): 7.32

Version x
A 2-piece molecular cluster, C2H6NS3 overall. Source: the OMol25 dataset; level of theory: ωB97M-V/def2-TZVPD.

```
! RIJCOSX wB97M-V def2-TZVPD def2/J DEFGRID3
* xyz 1 1
N 0.486 0.079 0.652
H -2.287 0.771 2.028
H 3.289 0.448 -1.311
H 0.597 1.071 0.958
H 3.421 -0.677 -2.754
S -1.364 -1.644 -0.189
S 2.561 -0.581 -1.790
S -3.180 -0.825 0.485
C -0.777 -0.250 0.448
C -1.992 0.482 1.035
H -2.104 1.336 0.357
H 1.351 -0.210 0.082
*
```

Frontier orbital gap (eV): 8.69

Version y
A 2-piece molecular cluster, C2H6NS3 overall. Source: the OMol25 dataset; level of theory: ωB97M-V/def2-TZVPD.

```
! RIJCOSX wB97M-V def2-TZVPD def2/J DEFGRID3
* xyz 1 1
S -1.067 0.351 1.554
H 2.452 0.468 -0.284
C -0.769 -0.051 -0.080
H 1.714 1.251 0.912
C -0.709 -1.543 0.026
H -1.566 -1.754 -0.523
S -1.271 0.721 -1.538
N 1.581 0.752 -0.050
H 1.264 1.595 -0.638
S -0.537 -1.605 1.880
H 0.036 -2.163 -0.418
H -1.126 1.978 -0.840
*
```

Frontier orbital gap (eV): 8.05

Name the most stable of them. version x.